Density functional theory data (ωB97M-V/def2-TZVPD) for a structure of composition C50H59N5O5PS7V.

Geometry (Å):
V (-1.111461, -0.887112, -0.767818)
S (-3.232575, 2.393412, -2.051498)
S (-2.946378, 0.980535, -0.722840)
S (-2.391715, -1.519735, 1.138552)
S (-3.496680, -3.105942, 0.827578)
N (0.407215, -1.030164, 0.210709)
S (0.686100, -1.477592, 1.615178)
N (0.365974, -0.518836, 2.820632)
S (1.330951, 0.778528, 3.135070)
N (2.131092, 1.460686, 2.140361)
S (-0.735189, 1.865253, 1.012033)
N (-1.361213, 0.958568, -0.157755)
C (-0.088202, 3.307229, 0.110195)
C (-0.892389, 4.184196, -0.601721)
C (-0.302967, 5.204115, -1.327121)
C (1.075565, 5.348233, -1.343332)
C (1.871680, 4.457053, -0.640653)
C (1.293563, 3.427275, 0.082311)
C (-2.118456, 2.685014, 1.840025)
C (-3.241025, 1.919622, 2.125328)
C (-4.364087, 2.536175, 2.652747)
C (-4.338221, 3.883705, 2.969740)
C (-3.174276, 4.613599, 2.787497)
C (-2.068305, 4.023096, 2.202816)
C (2.326871, 0.148874, 4.537010)
C (1.826148, -0.747004, 5.461028)
C (2.644918, -1.191825, 6.485207)
C (3.955551, -0.743459, 6.573886)
C (4.455698, 0.144495, 5.631709)
C (3.637824, 0.584621, 4.608137)
C (0.094729, 1.731409, 4.074633)
C (0.229012, 3.101599, 4.191430)
C (-0.720531, 3.823304, 4.893921)
C (-1.796517, 3.168656, 5.476055)
C (-1.926484, 1.794709, 5.348398)
C (-0.977566, 1.074114, 4.646235)
C (2.479572, -1.733036, 1.756816)
C (3.009451, -2.413922, 2.838185)
C (4.381186, -2.442295, 3.021739)
C (5.212070, -1.782490, 2.130407)
C (4.674854, -1.105134, 1.047779)
C (3.303796, -1.071689, 0.867012)
C (0.091927, -3.081504, 2.211610)
C (0.566804, -4.233228, 1.604631)
C (0.134758, -5.467466, 2.059860)
C (-0.778350, -5.546595, 3.097363)
C (-1.265370, -4.386841, 3.684024)
C (-0.825357, -3.152023, 3.246325)
H (-1.965872, 4.077189, -0.596959)
H (-0.926049, 5.888904, -1.881503)
H (1.524438, 6.161001, -1.897253)
H (2.947245, 4.568597, -0.650757)
H (1.882145, 2.726702, 0.663738)
H (-3.234535, 0.854474, 1.940589)
H (-5.260441, 1.956467, 2.812650)
H (-5.219904, 4.365308, 3.368715)
H (-3.127958, 5.648711, 3.096301)
H (-1.172229, 4.599679, 2.032012)
H (0.809406, -1.095751, 5.369601)
H (2.265568, -1.898269, 7.211840)
H (4.589441, -1.086385, 7.380029)
H (5.480673, 0.485802, 5.690322)
H (3.976041, 1.261276, 3.837310)
H (1.067556, 3.574794, 3.701939)
H (-0.634144, 4.897178, 4.982901)
H (-2.547958, 3.731251, 6.012500)
H (-2.769922, 1.285020, 5.792989)
H (-1.069404, 0.011724, 4.495947)
H (2.348399, -2.909282, 3.533748)
H (4.796057, -2.968773, 3.869077)
H (6.281275, -1.789575, 2.288405)
H (5.322700, -0.589965, 0.352458)
H (2.848074, -0.527428, 0.055419)
H (1.264394, -4.159266, 0.784743)
H (0.517681, -6.367531, 1.601830)
H (-1.122806, -6.512358, 3.437448)
H (-1.993506, -4.443042, 4.479179)
H (-1.205224, -2.236877, 3.672311)
C (1.603958, -3.329015, -1.921342)
C (1.537934, -2.396619, -3.128733)
C (2.504022, -1.225147, -2.892188)
C (1.896524, -3.153319, -4.410394)
O (0.243284, -1.827449, -3.284148)
P (-1.061824, -2.724765, -2.907365)
O (-1.014659, -4.059482, -3.546024)
O (-1.237049, -2.650032, -1.398412)
O (-2.158990, -1.721008, -3.533527)
C (-3.471890, -2.185372, -3.863779)
C (-3.916618, -3.341126, -2.968386)
C (-4.406488, -0.986392, -3.662186)
C (-3.467336, -2.620105, -5.332880)
H (2.607713, -3.734272, -1.804627)
H (0.897332, -4.142310, -2.055368)
H (1.325715, -2.764236, -1.030435)
H (3.493799, -1.602854, -2.637632)
H (2.118936, -0.621756, -2.069520)
H (2.582115, -0.603319, -3.781612)
H (2.908490, -3.547602, -4.346660)
H (1.823009, -2.483451, -5.265155)
H (1.188502, -3.966681, -4.543200)
H (-3.758867, -3.081995, -1.921184)
H (-3.326052, -4.227076, -3.186186)
H (-4.972780, -3.559147, -3.125735)
H (-4.403896, -0.690556, -2.614631)
H (-5.422297, -1.235247, -3.958951)
H (-4.065002, -0.141796, -4.254604)
H (-2.734439, -3.411606, -5.468621)
H (-3.200381, -1.779367, -5.970843)
H (-4.450439, -2.984629, -5.622152)
O (-0.811276, 0.405257, -2.671163)
C (-0.476593, 1.307798, -3.411264)
C (-1.268683, 1.676983, -4.648247)
C (-0.515018, 1.407110, -5.962861)
C (0.977188, 1.136710, -5.779794)
C (1.771695, 2.359173, -5.316932)
C (1.165353, 3.018664, -4.063747)
N (0.621768, 2.053481, -3.149930)
H (-1.560923, 2.724556, -4.556811)
H (-2.183958, 1.086369, -4.608524)
H (-0.657603, 2.244586, -6.650096)
H (-0.950191, 0.524368, -6.431778)
H (1.398198, 0.792321, -6.729003)
H (1.090710, 0.325563, -5.058424)
H (1.803575, 3.106156, -6.113543)
H (2.799494, 2.046455, -5.114116)
H (0.366532, 3.706134, -4.362090)
H (1.927203, 3.599662, -3.540151)
H (1.135066, 1.806628, -2.314008)

Atomic forces in eV per Å
-2.003 1.450 -1.156
-0.428 0.833 -0.799
-0.490 -0.767 0.271
-0.554 0.110 0.453
-0.272 -0.331 0.115
2.500 -0.658 2.067
1.419 0.482 -0.383
-0.129 0.068 0.394
0.229 -0.365 0.261
0.202 0.102 0.297
-0.686 1.230 -0.540
-0.113 1.062 0.863
0.296 -0.145 0.215
-0.156 0.036 0.153
-0.001 -0.041 0.013
0.076 -0.015 0.063
0.091 0.211 -0.198
-0.064 -0.157 0.158
0.171 -0.117 0.040
0.068 -0.136 0.013
-0.009 0.013 0.081
0.029 0.013 0.010
-0.096 0.084 -0.057
-0.038 -0.008 -0.198
-0.149 0.071 -0.197
-0.069 0.001 0.109
0.009 -0.089 0.080
0.092 0.028 0.006
0.024 -0.106 0.126
-0.265 0.210 -0.240
0.018 -0.475 -0.067
0.393 -0.106 -0.077
0.045 -0.083 0.246
0.037 0.040 0.025
-0.015 0.046 0.115
-0.160 -0.067 0.102
-0.228 -0.066 -0.124
-0.096 -0.162 0.043
-0.022 -0.055 0.056
0.055 -0.017 -0.003
0.055 0.004 0.022
-0.199 -0.031 -0.243
-0.048 0.095 0.005
0.014 0.344 -0.121
0.027 -0.061 -0.009
-0.033 0.053 -0.010
0.060 -0.072 0.017
0.103 0.154 0.133
-0.097 -0.063 -0.054
-0.108 0.068 -0.066
0.059 0.048 -0.074
0.081 -0.014 0.015
0.065 0.028 -0.046
-0.055 0.004 -0.042
-0.066 -0.080 0.036
-0.056 0.016 0.063
-0.003 0.089 -0.048
0.019 0.062 -0.037
-0.107 -0.103 0.013
-0.025 -0.009 0.028
0.033 -0.048 0.041
0.032 0.002 0.013
0.111 0.086 -0.104
0.125 0.153 -0.062
0.032 0.065 -0.042
-0.027 0.050 0.014
-0.068 -0.021 -0.021
-0.161 -0.077 0.043
-0.004 -0.068 0.105
0.030 -0.028 0.067
0.089 -0.025 -0.013
0.009 0.049 -0.031
-0.004 0.058 -0.074
0.105 -0.037 -0.113
-0.011 -0.055 -0.074
-0.029 -0.066 0.037
-0.070 0.003 0.046
-0.017 0.024 0.066
-0.108 0.143 0.047
1.124 -0.258 -0.037
-0.437 -0.197 -0.082
-0.188 0.167 0.241
-0.588 -0.354 0.138
0.051 -0.150 -2.032
-0.032 0.196 0.257
-0.134 -1.069 -0.438
0.592 -0.450 0.189
-1.113 -0.129 -0.391
0.155 0.126 0.020
0.458 -0.249 0.063
0.180 0.098 0.303
0.116 -0.006 -0.044
0.041 -0.252 0.074
0.131 -0.119 -0.029
0.055 -0.006 0.018
0.049 0.036 0.048
0.008 0.096 -0.086
0.135 -0.044 -0.010
0.031 0.079 -0.109
-0.019 -0.108 -0.057
-0.129 -0.029 0.048
-0.065 -0.137 0.010
-0.047 0.052 -0.045
-0.017 0.066 0.028
-0.113 -0.106 -0.050
0.022 0.149 -0.018
0.052 -0.110 -0.037
0.023 0.103 -0.078
-0.125 -0.038 -0.027
0.175 -0.480 0.377
-0.273 0.326 0.080
-0.116 -0.169 0.002
0.180 -0.135 -0.013
0.024 0.259 -0.251
-0.082 -0.107 0.148
0.113 0.067 -0.405
0.210 -0.097 0.380
0.006 -0.045 0.038
0.111 0.136 0.124
-0.007 0.004 -0.066
-0.050 0.009 -0.058
0.014 -0.077 0.064
0.057 -0.070 -0.062
0.067 0.021 -0.068
0.043 0.058 0.017
0.123 0.044 0.059
-0.165 0.012 -0.009
-0.113 0.019 -0.082

Properties
**Largest force on an atom**: 3.3 eV/Å
**Calculated total energy**: -6663.40320 a.u.
**Frontier orbital gap (spin up / spin down)**: 5.89 / 5.72 eV
**Charge**: -1
**Multiplicity**: 4
**HOMO (spin up / spin down)**: -3.70 / -3.71 eV
**⟨S²⟩**: 3.768
**ΔE to the lowest compared entry with this formula, charge and spin**: 0.0 kcal per mole